A cluster of 4 separate species, CH12NO3 in total, computed with wB97M-V/def2-TZVPD.

```
17
Properties=species:S:1:pos:R:3
C 1.7244 0.4660 0.3268
N 0.2889 0.3308 0.5948
H 2.3915 0.4766 1.1790
H 1.9279 1.3954 -0.2057
H 1.9425 -0.3972 -0.3101
H 0.1214 -0.5407 1.1478
H -0.2056 1.0129 1.1698
H -0.2632 0.2061 -0.2606
H -1.5913 -0.1473 -1.8261
H -2.1546 -1.5769 -1.3601
O -1.5712 -0.8446 -1.1660
H -1.0443 3.1428 -0.6996
H -0.8089 2.4816 -2.1169
O -0.8640 2.3118 -1.1746
H 0.9041 -2.4807 2.4276
H 0.4798 -3.0245 1.0345
O 0.6769 -2.2267 1.5248
```

As for the spin multiplicity: 1. The LUMO energy is -2.983 eV. The net charge is +1.

The molecule C19H23ClN4O3S2, computed with wB97M-V/def2-TZVPD.

```
52
Properties=species:S:1:pos:R:3
O -0.3994 -0.0191 -1.2702
C -0.4501 1.1423 -0.9349
N -1.6330 1.7136 -0.5425
C -2.8130 1.0191 -0.4955
N -3.9326 1.5576 -0.1449
N -4.9468 0.7001 -0.1702
C -4.6332 -0.4890 -0.5325
C -5.5674 -1.6409 -0.6173
H -5.4106 -2.1390 -1.5780
C -5.3256 -2.6016 0.5563
C -6.0210 -1.8989 1.7182
C -7.2798 -1.2743 1.0988
H -7.4566 -0.2821 1.5079
C -7.0251 -1.2071 -0.4177
H -7.6802 -1.8992 -0.9470
H -7.1892 -0.2065 -0.8099
H -8.1565 -1.8865 1.3093
H -6.2559 -2.5834 2.5320
H -5.3726 -1.1144 2.1093
H -4.2665 -2.7807 0.7388
H -5.8095 -3.5555 0.3430
S -2.9166 -0.6720 -0.9082
H -1.6881 2.6882 -0.2822
C 0.7240 2.1037 -0.8851
C 1.1361 2.3526 0.5762
C 1.7518 1.0885 1.1769
N 2.8890 0.6373 0.4053
S 4.2988 1.5184 0.6347
O 4.3595 1.8657 2.0233
O 4.4601 2.5743 -0.3296
C 5.5100 0.2452 0.2891
C 5.5685 -0.8506 1.1292
C 6.4898 -1.8522 0.8813
C 7.3397 -1.7354 -0.2118
C 7.2826 -0.6330 -1.0536
C 6.3574 0.3642 -0.7955
H 6.2844 1.2408 -1.4200
H 7.9538 -0.5595 -1.8946
Cl 8.4871 -2.9807 -0.5263
H 6.5548 -2.7156 1.5244
H 4.8960 -0.9002 1.9698
C 2.5737 0.3769 -0.9831
C 1.9262 1.5777 -1.6771
H 1.6108 1.2823 -2.6786
H 2.6661 2.3751 -1.7553
H 3.5078 0.1136 -1.4832
H 1.8985 -0.4819 -1.0168
H 2.1146 1.2854 2.1863
H 1.0214 0.2738 1.2049
H 1.8905 3.1417 0.5967
H 0.2819 2.6700 1.1775
H 0.3946 3.0514 -1.3275
```

As for the structure (SMILES): O=C(Nc1nnc(C2CCCC2)s1)C1CCN(S(=O)(=O)c2ccc(Cl)cc2)CC1. As for the spin multiplicity: 1. The LUMO energy is 0.335 eV.

Calculated total energy (computed, hartree): -325.54330; -2439.14412
HOMO energy (computed, eV): -15.71; -9.14
Orbital gap (computed, eV): 12.726; 9.475